Formula: C15H25Cl2N2O7P2Ru
Source: the Open Molecules 2025 dataset
Level of theory: ωB97M-V with the def2-TZVPD basis set

```
! RIJCOSX wB97M-V def2-TZVPD def2/J DEFGRID3
* xyz 1 5
Ru -0.220 0.202 -0.142
N 1.492 -3.041 3.118
C 0.593 -1.883 2.704
C -0.009 -1.228 3.948
P 1.745 -0.683 1.877
O 1.722 -1.107 0.290
O 3.066 -0.941 2.476
O 1.015 0.638 1.732
P -0.606 -2.628 1.515
O -1.691 -3.198 2.543
O 0.180 -3.680 0.826
O -1.263 -1.498 0.718
H 2.446 -2.671 3.234
H 1.454 -3.737 2.358
H 1.166 -3.473 3.982
H 0.765 -0.812 4.596
H -0.606 -1.949 4.508
H -0.664 -0.415 3.648
H 2.374 -1.766 0.014
H -2.531 -3.460 2.148
Cl -2.411 -0.308 -2.253
C -1.639 -1.837 -2.691
Cl 0.054 -1.849 -2.139
H -1.639 -1.944 -3.767
H -2.157 -2.644 -2.193
C 0.700 1.709 -1.343
C 1.367 1.116 -2.515
C 2.633 0.547 -2.399
C 3.231 -0.069 -3.484
C 2.562 -0.111 -4.703
C 1.311 0.484 -4.840
C 0.720 1.092 -3.748
C 3.170 -0.775 -5.835
N 3.646 -1.314 -6.731
H -0.099 2.406 -1.554
H 1.373 2.063 -0.559
H 3.155 0.597 -1.450
H 4.216 -0.508 -3.399
H 0.815 0.468 -5.801
H -0.256 1.552 -3.847
C -1.294 3.641 0.934
C -2.099 2.372 1.142
C -3.565 2.570 0.811
C -1.912 1.828 2.543
O -1.612 1.383 0.185
H -1.664 4.417 1.604
H -1.393 4.001 -0.092
H -0.238 3.470 1.156
H -3.996 3.308 1.490
H -4.113 1.633 0.922
H -3.685 2.928 -0.212
H -2.283 2.556 3.263
H -0.854 1.648 2.744
H -2.472 0.898 2.668
*
```

The LUMO energy (spin up / spin down) is -4.550 / -5.136 eV. The HOMO energy (spin up / spin down) comes out at -12.0 / -11.9 eV. The value obtained for the relative energy (zero: lowest compared OMol25 entry of this formula, charge and spin) is 91.3 kJ/mol.

Löwdin atomic charge list, values in e, 6 entries:
1 Ru 1.498
2 N 0.184
3 C -0.487
4 C -0.057
5 P 0.350
6 O -0.271



Formula: C28H44F12O12
Source: the Open Molecules 2025 dataset
Level of theory: ωB97M-V with the def2-TZVPD basis set

```
! RIJCOSX wB97M-V def2-TZVPD def2/J DEFGRID3
* xyz -1 2
C 1.083 3.034 1.563
C -0.257 2.910 2.208
O -1.055 4.124 1.957
C -2.223 4.058 1.271
O -2.776 3.050 0.834
C -2.841 5.463 1.122
F -2.335 5.959 0.024
F -4.136 5.421 0.951
F -2.538 6.269 2.185
H 0.902 2.612 0.574
H 1.827 2.395 2.039
H 1.412 4.073 1.543
H -0.217 2.762 3.287
H -0.816 2.057 1.823
C 2.897 -2.046 -1.840
C 2.610 -2.521 -3.237
O 1.374 -2.019 -3.615
C 0.923 -1.927 -4.946
O 1.550 -2.253 -5.943
C -0.584 -1.519 -5.017
F -1.191 -2.170 -5.950
F -1.222 -1.581 -3.854
F -0.583 -0.266 -5.437
H 2.071 -2.285 -1.169
H 3.025 -0.965 -1.806
H 3.704 -2.465 -1.239
H 2.554 -3.610 -3.242
H 3.446 -2.275 -3.891
C 0.791 -2.385 3.611
C 1.656 -1.502 4.416
O 2.374 -2.205 5.438
C 2.134 -2.049 6.739
O 1.225 -1.368 7.197
C 3.217 -2.619 7.647
F 4.359 -2.725 7.011
F 3.479 -1.859 8.671
F 2.751 -3.814 8.123
H 1.439 -3.245 3.440
H 0.555 -1.853 2.689
H -0.175 -2.564 4.083
H 1.123 -0.642 4.823
H 2.539 -1.225 3.842
C -1.416 2.952 -4.541
C -1.964 3.279 -3.125
O -2.147 4.710 -3.090
C -1.175 5.616 -2.734
O -0.004 5.299 -2.350
C -1.606 7.141 -2.771
F -0.656 7.845 -2.167
F -1.607 7.598 -4.123
F -2.810 7.369 -2.070
H -0.603 3.645 -4.759
H -2.160 3.166 -5.308
H -1.135 1.912 -4.709
H -1.135 3.099 -2.441
H -2.859 2.724 -2.840
C 4.857 0.628 0.808
C 4.348 1.624 -0.212
O 3.227 1.521 -0.607
C 5.268 2.740 -0.725
H 4.992 1.112 1.775
H 5.840 0.375 0.412
H 4.319 -0.316 0.892
H 5.621 2.703 -1.756
H 6.195 2.617 -0.165
H 4.840 3.713 -0.483
C -5.125 -4.016 1.654
C -5.003 -2.620 1.089
O -5.244 -2.363 -0.083
C -4.370 -1.538 2.076
H -4.177 -4.525 1.828
H -5.757 -4.600 0.985
H -5.707 -3.933 2.572
H -5.230 -1.322 2.711
H -4.207 -0.572 1.599
H -3.514 -1.845 2.677
C -0.399 -6.471 -1.467
C 0.258 -5.150 -1.062
O 1.441 -5.003 -1.291
C -0.591 -4.100 -0.297
H -0.010 -6.758 -2.444
H -1.470 -6.390 -1.654
H -0.206 -7.310 -0.798
H -1.615 -4.463 -0.208
H -0.470 -3.252 -0.970
H -0.097 -3.790 0.624
C -2.421 -0.004 -0.917
C -1.027 -0.164 -0.278
O -0.863 -0.960 0.649
C 0.146 0.341 -1.019
H -2.941 -0.914 -0.619
H -2.273 0.121 -1.990
H -2.812 0.964 -0.604
H 0.440 -0.399 -1.762
H 0.988 0.438 -0.333
H -0.043 1.297 -1.506
*
```

The LUMO energy (spin up / spin down) is 1.708 / 1.707 eV. The HOMO energy (spin up / spin down) comes out at 0.0 / -4.7 eV.

Löwdin atomic charge list, values in e, 6 entries:
1 C -0.053
2 C -0.186
3 O 0.022
4 C -0.314
5 O 0.118
6 C -0.574